[1]
{
  "formula": "C30H65NO12S",
  "method": "ωB97M-V with the def2-TZVPD basis set",
  "homo_energy_ev": -9.09,
  "mol_weight_da": 663.91,
  "charge": 0,
  "smiles": "CCCCCCC[C@@H]1[C@H](OCCNC[C@@H](C)O)[C@H](CCO)COS1(=O)=O.COCCOCCOC.COCCOCCOC",
  "gap_ev": 9.290,
  "lumo_ev": 0.2,
  "symbols": ["S", "O", "O", "O", "O", "O", "O", "O", "O", "O", "O", "O", "O", "N", "C", "C", "C", "C", "C", "C", "C", "C", "C", "C", "C", "C", "C", "C", "C", "C", "C", "C", "C", "C", "C", "C", "C", "C", "C", "C", "C", "C", "C", "C", "H", "H", "H", "H", "H", "H", "H", "H", "H", "H", "H", "H", "H", "H", "H", "H", "H", "H", "H", "H", "H", "H", "H", "H", "H", "H", "H", "H", "H", "H", "H", "H", "H", "H", "H", "H", "H", "H", "H", "H", "H", "H", "H", "H", "H", "H", "H", "H", "H", "H", "H", "H", "H", "H", "H", "H", "H", "H", "H", "H", "H", "H", "H", "H", "H"],
  "coordinates": [[-0.7412, -1.0596, 3.1581], [2.9413, 2.1839, 4.0554], [-0.3161, 0.2237, 4.2503], [0.5680, -1.8443, 2.9122], [-1.7220, -1.9702, 3.9958], [5.5424, 8.1623, 1.4487], [3.7815, 6.1445, 3.2408], [4.1596, 0.2402, -3.1675], [0.1288, 0.4615, -0.2153], [-8.6070, -3.6492, -2.4630], [-5.5916, -4.0700, -2.0982], [-6.8060, -4.9709, -4.7853], [5.6345, 5.1312, 0.9944], [2.1949, 2.3672, -2.6972], [0.3960, 1.5100, 2.0696], [4.2602, 1.5119, -3.9232], [5.9038, 5.3103, 2.3909], [0.3703, 1.7103, -1.0074], [-1.6015, -3.0609, 0.8853], [4.6941, 5.0476, 3.2894], [-0.2890, 1.5162, 3.5546], [0.7608, -6.6288, 3.3974], [-0.9666, -5.3754, -0.2126], [-5.8817, -5.6825, -3.9621], [-2.0539, -1.5261, 0.5347], [5.2977, 2.4986, -3.0843], [2.7254, 0.8590, 3.4194], [2.7812, 2.2500, -4.0940], [-7.6608, -2.7032, -1.9664], [-6.2898, -2.9261, -2.6097], [-9.5689, -4.0225, -1.4872], [-0.9097, -6.1129, 1.2601], [2.4344, 5.7456, 3.4388], [6.7058, 8.9707, 1.5463], [0.2748, -5.5417, 2.2558], [-0.6508, 0.8195, 0.9769], [4.7855, 6.1121, 0.3822], [5.4538, 7.4771, 0.1999], [1.9210, 0.9221, 1.9935], [-2.1036, -4.1507, -0.2797], [1.0478, 1.3806, -2.4977], [-1.5674, -0.3865, 1.6069], [-6.2790, -4.6710, -6.0680], [-6.1057, -5.3508, -2.4858], [5.0271, 3.6253, -3.2671], [6.6691, 4.5654, 2.6361], [-2.0195, -3.6093, -1.3321], [-0.6361, 2.2865, -1.2572], [6.7620, 9.3671, 2.5632], [-1.9750, -6.1743, 1.7894], [-6.0522, -6.7527, -4.1320], [4.2045, 4.1179, 2.9765], [2.0107, -0.1439, 1.4920], [-6.3494, -2.9567, -3.6993], [1.1156, 2.4445, -0.4809], [-1.7337, -1.3230, -0.5829], [-3.2480, -1.5320, 0.5162], [1.8947, 3.3515, -2.5195], [2.2928, 5.3798, 4.4617], [1.7929, 6.6155, 3.2776], [1.3669, 0.2556, -2.5637], [6.3502, 6.2857, 2.5825], [-1.4300, 1.8296, 3.3951], [1.1929, -5.0919, 1.6859], [-0.6203, -7.2488, 1.0386], [0.1526, 2.3660, 4.2666], [4.5548, 5.7165, -0.6138], [-0.4123, -3.1645, 0.8860], [-0.0756, -6.8380, 4.2116], [2.0906, 1.6989, -4.8623], [2.5401, 1.6663, 1.2951], [2.2856, 0.0532, 4.1818], [5.1234, -0.0426, -3.0339], [3.8323, 6.1904, 0.9084], [-10.2091, -3.1724, -1.2445], [-6.1288, -5.5921, -6.6419], [1.6868, -6.1984, 4.0094], [6.4483, 7.3350, -0.2431], [-9.0772, -4.3984, -0.5843], [-1.3203, -6.1923, -0.9892], [-5.3372, -4.1201, -5.9792], [3.0051, 3.3454, -4.4638], [7.6061, 8.3757, 1.3621], [3.8193, 0.4539, 3.1654], [0.2313, 1.5656, -3.3483], [-10.1811, -4.8274, -1.9017], [2.2707, 2.3453, 4.7821], [5.0213, 4.9428, 4.3311], [-1.4103, 1.6959, 0.6923], [4.6834, 1.3204, -5.0089], [-7.1512, -5.4575, -2.1977], [4.8501, 8.0964, -0.4709], [-5.6590, -2.0648, -2.3608], [2.1501, 4.9742, 2.7159], [-8.0304, -1.7054, -2.2229], [1.0740, -7.6383, 2.8947], [-7.5634, -2.7786, -0.8754], [-2.0703, -3.4826, 1.8991], [-6.9965, -4.0353, -6.5925], [0.0955, -5.0117, -0.5740], [6.6486, 9.8006, 0.8396], [-4.8480, -5.4405, -4.2358], [-5.5443, -6.0802, -1.8913], [-0.2107, -4.6367, 2.8615], [6.4150, 2.2821, -3.4215], [0.4666, 2.6534, 1.7320], [5.2585, 2.2702, -1.9202], [-2.5677, 0.1414, 1.9927], [-3.1833, -4.5565, -0.0824]]
}

[2]
{
  "formula": "C36H44N4OsS3Sb",
  "method": "ωB97M-V with the def2-TZVPD basis set",
  "homo_energy_ev": [-6.64, -6.60],
  "mol_weight_da": 940.97,
  "spin_multiplicity": 2,
  "charge": 0,
  "gap_ev": [5.113, 5.086],
  "lumo_ev": [-1.5, -1.5],
  "symbols": ["Os", "Sb", "S", "S", "S", "N", "N", "N", "N", "C", "C", "C", "C", "C", "C", "C", "C", "C", "C", "C", "C", "C", "C", "C", "C", "C", "C", "C", "C", "C", "C", "C", "C", "C", "C", "C", "C", "C", "C", "C", "C", "C", "C", "C", "C", "H", "H", "H", "H", "H", "H", "H", "H", "H", "H", "H", "H", "H", "H", "H", "H", "H", "H", "H", "H", "H", "H", "H", "H", "H", "H", "H", "H", "H", "H", "H", "H", "H", "H", "H", "H", "H", "H", "H", "H", "H", "H", "H", "H"],
  "coordinates": [[0.5282, 0.3981, -0.7704], [3.1799, 2.1544, -2.2354], [2.5251, -0.1781, -1.8297], [0.7595, 2.4099, -1.8908], [4.0771, 2.7248, -0.1991], [-1.1666, 1.5716, -0.0861], [-0.9819, -0.7524, -1.5838], [1.2037, 0.8726, 1.0980], [1.1157, -1.6284, -0.0260], [2.3515, 0.3622, 1.6928], [5.3058, -3.1501, 0.2885], [-2.7564, 0.9309, -1.7940], [-2.8802, 3.0742, -0.5660], [-1.9809, -2.3307, -2.9574], [2.1675, -5.0899, -1.0595], [-4.1297, 3.6054, -1.1961], [2.8258, -0.9026, 1.5242], [0.0682, -2.9587, -1.7531], [1.0698, 2.1300, 1.6766], [-2.2075, 5.0247, 0.9683], [-3.8722, -0.3011, -5.0223], [4.0871, -3.6490, 1.0733], [-1.0174, 2.7324, 0.6166], [2.1333, 2.3986, 2.5917], [-4.0757, -1.0423, -3.6969], [-2.1740, -0.2739, -2.0996], [1.2552, -6.1179, -0.3822], [2.8082, -3.1404, 0.4820], [-0.8839, -2.0362, -2.0913], [-2.7876, -1.2388, -2.9566], [-2.2809, 1.7978, -0.8558], [2.9344, 1.3081, 2.5929], [-2.8286, -4.6904, -2.7162], [-2.9080, 5.0047, 2.3308], [-5.4002, 3.0625, -0.5330], [-2.2050, -3.6431, -3.6446], [4.1996, 1.0936, 3.3608], [3.9561, 0.4987, 4.7508], [2.2958, 3.6718, 3.3586], [0.0328, 2.9937, 1.4567], [2.2474, -1.8351, 0.7054], [1.0068, -2.7646, -0.7834], [-2.0836, 3.6627, 0.3597], [2.0313, -3.7245, -0.4610], [1.3751, 3.7559, 4.5811], [-6.2947, 3.4495, -1.0226], [-4.5313, -2.0155, -3.8885], [-3.7908, -4.3422, -2.3369], [-3.4268, 0.6811, -4.8542], [-2.7599, 5.6698, 0.2833], [-2.1852, -4.8818, -1.8558], [-5.4302, 1.9723, -0.5789], [6.2334, -3.5356, 0.7137], [4.8652, 0.4445, 2.7895], [-2.9893, 6.0109, 2.7441], [5.2447, -3.4700, -0.7531], [4.0735, -4.7405, 1.0780], [4.7168, 2.0503, 3.4532], [-4.1249, 4.6945, -1.1290], [-4.1372, 3.3607, -2.2605], [-3.1976, -0.8589, -5.6738], [-2.3589, 4.3868, 3.0441], [4.8975, 0.3474, 5.2809], [0.0437, 3.9414, 1.9768], [1.5022, 4.7079, 5.0985], [-5.4365, 3.3477, 0.5194], [-1.2150, 5.4679, 1.0717], [-3.9142, 4.5916, 2.2423], [3.4465, -0.4642, 4.6794], [-2.8562, -3.4862, -4.5061], [1.5106, -6.2188, 0.6738], [-2.9893, -5.6336, -3.2399], [4.1693, -3.3359, 2.1167], [3.2065, -5.4126, -0.9737], [3.3351, 3.7600, 3.6793], [-4.8188, -0.1637, -5.5468], [1.3462, -7.0980, -0.8522], [-4.7797, -0.4901, -3.0710], [0.3263, 3.6632, 4.2935], [2.1077, 4.5170, 2.6920], [0.2101, -5.8069, -0.4387], [3.3313, 1.1612, 5.3521], [-3.6613, 1.2018, -2.3207], [-1.2577, -4.0185, -4.0382], [0.0609, -3.9075, -2.2724], [5.3485, -2.0595, 0.2904], [3.7199, -1.1846, 2.0618], [1.5940, 2.9539, 5.2879], [1.9448, -5.0480, -2.1280]]
}

[3]
{
  "formula": "H24O12Xe",
  "method": "ωB97M-V with the def2-TZVPD basis set",
  "homo_energy_ev": -9.97,
  "mol_weight_da": 347.47,
  "charge": 0,
  "gap_ev": 9.481,
  "e_above_lowest_kcal_mol": 23.7,
  "lumo_ev": -0.5,
  "symbols": ["Xe", "O", "O", "O", "O", "O", "O", "O", "O", "O", "O", "O", "O", "H", "H", "H", "H", "H", "H", "H", "H", "H", "H", "H", "H", "H", "H", "H", "H", "H", "H", "H", "H", "H", "H", "H", "H"],
  "coordinates": [[1.0794, 0.2738, 0.1783], [-2.2136, -2.1648, -0.0578], [0.3925, -2.9082, -0.8058], [0.8546, 3.9762, -1.5533], [2.2479, -0.7671, 3.4292], [2.4592, -2.9466, 1.3214], [-2.7907, 0.4323, 0.7670], [-1.6050, -0.2263, -3.2794], [1.0659, -1.5274, -3.1440], [-1.5856, -0.3082, 3.3627], [0.4903, 3.2420, 2.8025], [-1.3856, 2.1750, -1.7775], [3.1270, 0.2372, -2.4893], [-1.4243, 0.5981, -2.8276], [-2.3996, -1.2388, 0.0975], [0.9865, -1.9608, -2.2942], [1.3899, 3.0547, 2.5344], [2.4836, -3.7118, 1.8959], [-3.5395, 0.3681, 0.1743], [0.5805, 3.7305, 3.6207], [0.7952, -2.4288, -0.0817], [0.2665, -1.0070, -3.2237], [1.9947, -1.3778, 4.1215], [-1.7234, 1.7262, -1.0025], [2.3290, -2.2059, 1.9135], [2.6198, -0.4614, -2.9026], [-1.3214, -2.1756, -0.4043], [0.5257, 4.8553, -1.7412], [0.1194, 3.3970, -1.7540], [-2.0544, 2.8266, -1.9881], [1.6831, -0.0058, 3.5623], [-2.0402, -0.1937, 2.5282], [-2.2870, -0.3963, 4.0081], [-2.5574, -0.2447, -3.3733], [3.8807, -0.2093, -2.1036], [0.2679, -3.7947, -0.4668], [-2.7117, 1.3678, 0.9534]]
}